Record 1
83
Properties=species:S:1:pos:R:3:mulliken_charge:R:1 method="wB97M-V/def2-TZVPD" multiplicity=2 homo_ha="-0.2684 / -0.2695" total_charge=0 orbital_gap_ha="0.250 / 0.246"
Ru 0.767 0.265 -0.404 0.35
S 1.300 2.566 -0.966 -0.69
C -0.386 2.765 -1.189 2.11
S -1.314 1.542 -0.420 -0.54
C -0.937 3.784 -1.930 -0.12
C -2.350 3.853 -2.141 -0.14
N -3.482 3.896 -2.358 -0.59
C -0.106 4.737 -2.599 -0.20
N 0.569 5.479 -3.166 -0.58
C 1.527 3.556 3.646 -1.50
C 0.634 2.991 2.533 1.32
C -0.303 4.092 2.021 -1.83
C -0.139 1.773 3.003 0.92
C -1.162 1.954 3.928 -0.49
C -1.916 0.889 4.385 -1.53
C -1.648 -0.382 3.909 -1.11
C -0.629 -0.614 2.989 0.93
C -0.386 -2.057 2.570 0.33
C 0.918 -2.617 3.147 -1.61
C -0.445 -2.258 1.057 -1.29
C 0.137 0.472 2.530 -1.15
N 1.219 0.253 1.624 2.95
C 2.500 0.336 2.129 -0.57
C 2.780 0.288 3.508 -0.28
C 4.079 0.323 3.992 -0.82
C 5.164 0.431 3.139 -0.60
C 4.928 0.487 1.773 -0.77
C 3.636 0.423 1.317 -0.13
F 3.435 0.453 -0.034 -0.15
H 2.042 4.452 3.292 0.45
H 2.281 2.833 3.958 0.29
H 0.928 3.827 4.520 0.31
H 1.271 2.694 1.705 -0.50
H -0.820 4.590 2.846 0.45
H -1.056 3.685 1.347 0.39
H 0.271 4.847 1.478 0.41
H -1.366 2.952 4.303 0.37
H -2.710 1.047 5.105 0.39
H -2.233 -1.223 4.265 0.41
H -1.207 -2.634 3.001 0.79
H 1.779 -2.085 2.743 0.15
H 1.020 -3.677 2.895 0.46
H 0.936 -2.522 4.235 0.36
H 0.515 -2.005 0.599 0.06
H -1.221 -1.633 0.621 0.08
H -0.660 -3.302 0.807 0.56
H 1.947 0.213 4.195 0.57
H 4.243 0.266 5.062 0.42
H 6.175 0.471 3.522 0.40
H 5.739 0.589 1.061 0.48
O -0.657 -2.822 -3.193 -0.55
C -1.488 -2.142 -2.398 -0.47
O -1.081 -1.399 -1.543 0.16
C -2.967 -2.378 -2.682 0.32
N -3.101 -3.632 -3.441 -0.61
C -3.427 -4.649 -2.423 -0.64
C -4.368 -3.943 -1.449 -0.69
C -3.789 -2.518 -1.376 -0.13
H -3.294 -1.528 -3.282 0.45
H -1.248 -3.408 -3.725 0.43
H -3.858 -3.561 -4.108 0.31
H -2.500 -4.926 -1.912 0.20
H -3.842 -5.542 -2.886 0.48
H -4.408 -4.431 -0.476 0.37
H -5.379 -3.923 -1.862 0.26
H -3.137 -2.392 -0.512 -0.19
H -4.566 -1.760 -1.315 0.44
N 2.991 -0.893 -2.430 -0.89
N 1.969 -1.403 -1.531 0.10
H 3.750 -0.583 -1.842 0.38
H 2.580 -0.051 -2.822 0.17
H 2.366 -2.209 -1.063 0.27
H 1.221 -1.737 -2.130 0.06
C 0.970 -0.103 -5.444 -1.27
S -0.250 0.292 -4.193 0.55
C -0.662 1.923 -4.803 -0.97
O 0.544 0.505 -2.932 -0.28
H 1.708 0.699 -5.479 0.38
H 0.462 -0.212 -6.404 0.48
H 1.440 -1.042 -5.154 0.34
H -0.983 1.834 -5.842 0.51
H 0.216 2.565 -4.709 0.36
H -1.477 2.309 -4.193 0.14

***

Record 2
20
Properties=species:S:1:pos:R:3:nbo_charge:R:1 method="wB97M-V/def2-TZVPD" homo_ha=-0.3171 total_charge=0 e_above_lowest_kcal_mol=32.0 orbital_gap_ha=0.355
C -0.082 0.219 -2.352 -0.65
C 0.778 -0.283 -1.201 0.03
C 2.080 -0.502 -1.353 -0.42
C -0.779 -1.020 0.554 -0.14
C 0.146 -0.132 0.143 -0.10
C 0.536 1.068 0.909 -0.20
C -0.330 1.942 1.399 -0.39
C -1.326 -1.202 1.955 -0.65
H -1.114 0.391 -2.062 0.22
H -0.055 -0.373 -3.267 0.22
H 0.394 1.167 -2.627 0.23
H 2.739 -1.000 -0.653 0.20
H 2.455 -0.634 -2.371 0.19
H -1.136 -1.685 -0.232 0.19
H 1.613 1.214 1.005 0.21
H -1.373 1.710 1.166 0.18
H -0.250 2.754 2.104 0.21
H -2.364 -1.523 1.970 0.22
H -1.243 -0.219 2.414 0.22
H -0.689 -1.892 2.499 0.22

***

Record 3
80
Properties=species:S:1:pos:R:3:mulliken_charge:R:1 method="wB97M-V/def2-TZVPD" homo_ha=-0.3390 total_charge=0 e_above_lowest_kcal_mol=0.0 orbital_gap_ha=0.348
O -2.438 2.127 -6.428 -0.61
C -2.225 1.807 -5.287 -0.20
N -2.987 2.216 -4.179 -0.02
C -2.361 1.888 -2.972 -0.12
O -2.660 2.311 -1.883 -0.58
C -1.245 0.981 -3.340 0.96
C -0.407 0.271 -2.499 0.42
B -0.618 0.425 -0.934 0.76
O 0.192 1.360 -0.272 -0.23
O -1.595 -0.191 -0.215 -0.66
C 0.595 -0.461 -3.136 -0.73
C 0.726 -0.467 -4.525 -1.12
C -0.150 0.225 -5.347 -0.61
C -1.140 0.955 -4.723 0.06
H -3.664 2.959 -4.243 0.27
H 1.060 0.968 -0.126 0.08
H -1.551 -1.153 -0.210 0.24
H 1.309 -1.027 -2.547 1.14
H 1.541 -1.019 -4.973 0.51
H -0.050 0.214 -6.424 0.48
C -1.965 4.294 1.957 -0.62
C -1.907 5.198 3.199 -0.68
C -1.639 4.294 4.409 -0.74
S -0.722 2.883 3.767 1.23
O -1.539 1.701 3.911 -0.63
O 0.628 2.892 4.276 -0.75
C -0.754 3.373 2.056 -0.04
H -1.949 4.866 1.031 0.39
H -2.882 3.702 1.967 0.31
H -1.095 5.919 3.090 0.29
H -2.830 5.761 3.334 0.36
H -1.038 4.767 5.181 0.37
H -2.559 3.907 4.842 0.36
H -0.813 2.477 1.443 -0.20
H 0.172 3.906 1.845 0.33
C -1.501 -5.796 -1.332 -0.68
C -0.181 -5.982 -2.094 -0.64
C 0.275 -4.596 -2.567 -0.90
S -0.400 -3.432 -1.375 1.42
O -1.373 -2.599 -2.039 -0.67
O 0.661 -2.821 -0.608 -0.73
C -1.276 -4.627 -0.378 -0.72
H -1.785 -6.695 -0.788 0.37
H -2.305 -5.558 -2.032 0.31
H 0.569 -6.407 -1.424 0.29
H -0.291 -6.661 -2.937 0.35
H 1.355 -4.480 -2.582 0.41
H -0.141 -4.331 -3.537 0.38
H -2.186 -4.169 0.000 0.40
H -0.631 -4.893 0.457 0.34
C 5.339 3.346 -2.175 -0.56
C 4.830 2.782 -0.841 -0.76
C 3.613 1.903 -1.153 -0.42
S 3.860 1.285 -2.826 1.33
O 2.840 1.837 -3.678 -0.63
O 4.101 -0.136 -2.794 -0.72
C 5.389 2.164 -3.138 -0.85
H 6.318 3.812 -2.070 0.37
H 4.646 4.101 -2.551 0.28
H 5.613 2.178 -0.378 0.29
H 4.568 3.572 -0.140 0.34
H 3.526 1.049 -0.485 0.39
H 2.683 2.471 -1.161 0.22
H 5.418 2.442 -4.189 0.40
H 6.209 1.486 -2.904 0.35
C -1.572 -2.418 6.073 -0.66
C -1.880 -1.216 5.169 -0.60
C -1.075 -1.389 3.879 -0.27
S -0.870 -3.159 3.663 1.25
O 0.526 -3.502 3.760 -0.72
O -1.639 -3.617 2.526 -0.66
C -1.689 -3.649 5.180 -0.79
H -2.255 -2.477 6.920 0.38
H -0.556 -2.340 6.466 0.30
H -2.946 -1.198 4.937 0.32
H -1.635 -0.269 5.644 0.25
H -1.585 -0.988 3.007 0.14
H -0.083 -0.949 3.953 0.34
H -1.199 -4.539 5.567 0.41
H -2.727 -3.868 4.931 0.34

***

Record 4
88
Properties=species:S:1:pos:R:3:mulliken_charge:R:1 method="wB97M-V/def2-TZVPD" homo_ha=-0.3038 total_charge=0 e_above_lowest_kcal_mol=11.4 orbital_gap_ha=0.298
Rb -0.043 0.116 0.105 0.88
O 2.147 -0.929 1.861 -0.39
N 2.108 -1.703 0.715 0.02
C 3.273 -2.008 0.320 -1.06
C 3.530 -2.873 -0.857 0.67
C 4.449 -3.897 -0.637 -0.74
C 4.773 -4.808 -1.629 -0.65
C 4.188 -4.686 -2.877 -0.88
C 3.300 -3.647 -3.123 -0.45
C 2.959 -2.727 -2.135 0.39
P 1.831 -1.320 -2.503 0.81
C 3.031 0.067 -2.540 0.89
C 2.591 1.342 -2.193 -0.36
C 3.458 2.428 -2.247 -0.67
C 4.774 2.250 -2.639 -0.55
C 5.228 0.979 -2.973 -0.67
C 4.362 -0.101 -2.924 -0.12
C 1.435 -1.556 -4.274 -0.25
C 1.997 -0.815 -5.311 0.06
C 1.547 -0.978 -6.616 -0.75
C 0.540 -1.887 -6.901 -0.48
C -0.024 -2.636 -5.875 -0.81
C 0.412 -2.460 -4.572 -0.26
H 1.247 -0.974 2.264 0.50
H 4.131 -1.709 0.923 0.47
H 4.903 -3.985 0.343 0.46
H 5.477 -5.603 -1.425 0.38
H 4.429 -5.384 -3.668 0.42
H 2.877 -3.547 -4.114 0.31
H 1.574 1.527 -1.854 0.11
H 3.101 3.411 -1.966 0.44
H 5.450 3.094 -2.673 0.38
H 6.258 0.830 -3.271 0.42
H 4.723 -1.089 -3.185 0.46
H 2.783 -0.101 -5.103 0.39
H 1.989 -0.391 -7.411 0.42
H 0.194 -2.013 -7.919 0.38
H -0.812 -3.346 -6.088 0.42
H -0.049 -3.028 -3.770 0.43
N -3.445 3.682 -0.735 -0.01
C -3.348 3.973 0.614 0.79
C -4.125 4.745 1.469 -1.17
C -3.736 4.772 2.794 -0.39
C -2.618 4.056 3.252 -0.75
C -1.848 3.298 2.396 -0.51
C -2.222 3.269 1.052 0.24
N -1.652 2.579 -0.009 -0.24
C -2.412 2.839 -1.037 0.27
C -2.203 2.277 -2.372 -0.11
C -2.893 2.594 -3.503 -0.60
S -2.319 1.668 -4.816 -0.18
C -1.189 0.920 -3.771 0.30
N -1.228 1.320 -2.538 0.21
H -4.179 3.972 -1.354 0.21
H -5.004 5.277 1.129 0.42
H -4.318 5.346 3.502 0.39
H -2.368 4.090 4.304 0.42
H -1.004 2.719 2.750 0.43
H -3.687 3.312 -3.631 0.36
H -0.499 0.173 -4.139 0.01
C -7.740 5.343 2.295 -1.70
C -7.322 3.958 2.709 0.74
C -6.813 3.725 3.985 -0.51
C -6.448 2.452 4.387 -0.50
C -6.600 1.390 3.507 0.09
C -7.111 1.597 2.236 -0.56
C -7.461 2.880 1.842 -0.61
S -6.151 -0.247 4.028 1.29
O -6.955 -1.143 3.241 -0.69
O -6.206 -0.258 5.461 -0.75
N -4.603 -0.400 3.602 -0.14
C -4.218 -0.968 2.315 -0.89
C -2.835 -0.477 1.913 0.09
C -1.734 -0.829 2.958 0.54
O -2.111 -1.363 4.006 -0.76
O -0.541 -0.511 2.662 -0.81
H -7.090 6.101 2.734 0.35
H -8.759 5.557 2.624 0.42
H -7.718 5.457 1.210 0.39
H -6.706 4.555 4.675 0.42
H -6.064 2.267 5.381 0.48
H -7.257 0.751 1.577 0.47
H -7.866 3.042 0.849 0.38
H -3.941 -0.640 4.338 0.33
H -4.955 -0.665 1.570 0.46
H -4.226 -2.060 2.363 0.20
H -2.854 0.607 1.753 -0.14
H -2.602 -0.944 0.946 0.25

***

Record 5
48
Properties=species:S:1:pos:R:3:nbo_charge:R:1 method="wB97M-V/def2-TZVPD" multiplicity=4 homo_ha="-0.4129 / -0.5591" total_charge=+2 orbital_gap_ha="0.118 / 0.216"
C -2.652 4.820 0.769 0.11
C -3.810 3.925 1.081 -0.66
C -1.651 5.035 1.843 -0.66
C -2.175 4.813 -0.647 -0.66
Cl -1.361 0.423 -0.338 -0.08
H -1.655 5.999 2.355 0.24
H -0.636 4.864 1.466 0.19
H -1.737 4.249 2.603 0.19
H -4.783 4.395 1.218 0.24
H -3.605 3.323 1.975 0.19
H -3.931 3.151 0.311 0.20
H -2.435 5.666 -1.274 0.24
H -2.520 3.913 -1.173 0.19
H -1.084 4.705 -0.691 0.19
C 0.324 -2.070 2.124 -0.22
C 1.028 -0.923 2.618 -0.30
C 0.040 0.127 2.781 -0.31
H 2.052 -0.867 2.963 0.29
C -1.266 -0.442 2.515 -0.06
C -1.072 -1.804 2.110 -0.18
H -1.869 -2.501 1.865 0.28
H 0.758 -3.052 1.895 0.27
H 0.227 1.122 3.208 0.29
H -2.228 0.058 2.555 0.28
C 1.266 -0.106 -1.581 -0.23
C 2.189 -0.759 -0.704 -0.30
C 2.601 0.212 0.274 -0.27
H 2.555 -1.768 -0.802 0.28
C 1.896 1.449 0.005 -0.24
C 1.126 1.255 -1.181 -0.11
H 0.449 1.954 -1.689 0.30
H 0.785 -0.557 -2.427 0.28
H 3.355 0.068 1.014 0.29
H 1.995 2.376 0.566 0.30
Re 0.536 -0.259 0.493 0.80
C 1.965 -4.647 -0.516 -0.41
N 1.494 -4.193 -1.811 -0.31
C 2.042 -4.587 -3.028 -0.03
C 1.345 -3.940 -4.008 -0.03
N 0.376 -3.191 -3.361 -0.48
C 0.427 -3.348 -2.006 0.18
S -0.630 -2.705 -0.852 0.02
H 2.399 -3.826 0.070 0.21
H 1.138 -5.078 0.058 0.25
H 2.743 -5.403 -0.674 0.25
H 2.861 -5.303 -3.071 0.27
H 1.448 -3.961 -5.076 0.27
H -0.320 -2.611 -3.823 0.46

***

Record 6
21
Properties=species:S:1:pos:R:3:nbo_charge:R:1 method="wB97M-V/def2-TZVPD" homo_ha=-0.3236 total_charge=0 e_above_lowest_kcal_mol=53.6 orbital_gap_ha=0.355
C 2.149 1.052 0.250 -0.41
N 0.956 0.396 0.699 -0.63
C 0.072 -0.332 -0.260 -0.07
C -1.413 -0.193 0.130 -0.43
C -1.861 -0.825 1.448 -0.06
O -1.529 -0.155 2.656 -0.72
C 0.255 0.040 -1.736 -0.09
O 0.558 -1.202 -2.457 -0.73
H 2.717 1.405 1.107 0.21
H 2.806 0.376 -0.294 0.19
H 2.057 1.914 -0.428 0.16
H 0.458 0.998 1.338 0.34
H 0.327 -1.376 -0.108 0.20
H -1.702 0.846 0.126 0.20
H -1.893 -0.781 -0.639 0.22
H -2.948 -0.899 1.414 0.18
H -1.452 -1.825 1.517 0.16
H -0.725 0.382 2.570 0.46
H -0.713 0.391 -2.104 0.17
H 1.089 0.705 -1.880 0.18
H 0.794 -0.917 -3.349 0.46

***

Record 7
19
Properties=species:S:1:pos:R:3:nbo_charge:R:1 method="wB97M-V/def2-TZVPD" homo_ha=-0.3158 total_charge=0 e_above_lowest_kcal_mol=61.7 orbital_gap_ha=0.330
C -0.158 -1.564 0.899 -0.65
C 0.728 -0.836 -0.124 -0.02
C 1.087 0.465 0.104 -0.42
C 1.964 -1.105 -2.323 -0.38
C 0.996 -1.460 -1.456 -0.21
H 0.393 -2.092 1.683 0.23
H -0.683 -2.387 0.288 0.20
H -0.939 -0.834 1.220 0.26
H 0.903 1.032 1.067 0.20
H 1.446 1.162 -0.695 0.18
H 2.619 -0.217 -2.399 0.21
H 2.170 -1.989 -2.922 0.20
H 0.497 -2.419 -1.653 0.20
H -1.788 3.373 0.006 0.49
H -0.304 2.657 -0.012 0.50
O -1.119 2.816 0.548 -0.97
H -2.038 1.529 1.621 0.49
H -3.341 0.993 1.926 0.46
O -2.433 0.875 2.222 -0.95

***

Record 8
43
Properties=species:S:1:pos:R:3:nbo_charge:R:1 method="wB97M-V/def2-TZVPD" homo_ha=-0.7803 total_charge=+3 orbital_gap_ha=0.360
Zr 0.843 0.012 0.161 2.46
C -0.463 1.826 2.302 -0.25
C -0.659 2.407 0.887 -0.25
N -0.923 1.292 -0.099 -0.75
C -2.204 0.549 0.206 -0.25
C -2.061 -0.949 -0.078 -0.24
N -0.740 -1.490 0.412 -0.76
C -0.735 -1.900 1.862 -0.25
C -0.748 -0.676 2.786 -0.25
N 0.129 0.436 2.248 -0.76
H -1.404 1.808 2.846 0.25
H 0.195 2.492 2.855 0.28
H 0.234 2.939 0.567 0.25
H -1.480 3.123 0.899 0.28
H -1.033 1.733 -1.012 0.44
H -3.027 0.935 -0.393 0.28
H -2.468 0.714 1.244 0.23
H -2.126 -1.140 -1.146 0.25
H -2.882 -1.484 0.397 0.27
H -0.566 -2.344 -0.120 0.45
H 0.149 -2.507 2.046 0.24
H -1.600 -2.523 2.085 0.27
H -0.403 -0.994 3.768 0.28
H -1.762 -0.309 2.919 0.24
H 0.966 0.459 2.830 0.45
O 0.300 -0.445 -2.040 -0.96
H -0.135 0.001 -2.786 0.56
H 0.995 -0.982 -2.463 0.55
F 3.684 1.837 -2.586 -0.22
C 3.153 2.267 -1.495 0.89
F 3.510 3.443 -1.133 -0.22
F 1.771 2.200 -1.595 -0.31
S 3.333 0.907 -0.128 2.12
O 2.578 -0.140 -0.906 -1.02
O 2.274 1.426 0.816 -0.98
N 4.499 0.298 0.586 -1.04
S 4.763 -1.330 0.309 2.26
O 5.580 -1.820 1.339 -0.75
O 4.860 -1.609 -1.070 -0.81
C 2.976 -2.070 0.856 0.74
F 1.921 -2.303 -0.046 -0.33
F 2.301 -1.051 1.653 -0.39
F 3.073 -3.106 1.586 -0.22

***

Record 9
46
Properties=species:S:1:pos:R:3:nbo_charge:R:1 method="wB97M-V/def2-TZVPD" multiplicity=5 homo_ha="-0.4267 / -0.4285" total_charge=+1 orbital_gap_ha="0.256 / 0.261"
Ho -0.443 -0.505 0.282 1.81
H 2.470 1.850 1.139 -0.01
H 2.984 1.323 1.230 0.02
P -1.487 2.141 0.701 0.74
P 1.578 -1.644 -1.426 0.76
C 0.986 -3.290 -1.992 -0.93
H 1.700 -3.734 -2.710 0.25
H 0.873 -3.953 -1.119 0.24
H 0.002 -3.152 -2.471 0.24
C 2.039 -0.919 -3.058 -0.91
H 2.621 -0.005 -2.880 0.24
H 2.634 -1.625 -3.655 0.24
H 1.112 -0.662 -3.585 0.26
C 3.241 -2.084 -0.796 -0.93
H 3.153 -2.643 0.151 0.25
H 3.826 -2.693 -1.510 0.25
H 3.792 -1.152 -0.590 0.24
C -1.675 3.327 -0.706 -0.90
H -2.343 4.146 -0.412 0.24
H -0.682 3.714 -0.958 0.24
H -2.087 2.767 -1.553 0.26
C -3.271 1.942 1.103 -0.92
H -3.371 1.429 2.073 0.24
H -3.762 2.929 1.145 0.25
H -3.722 1.327 0.307 0.24
C -0.951 3.311 2.005 -0.93
H 0.065 3.649 1.762 0.25
H -1.616 4.185 2.075 0.25
H -0.923 2.800 2.976 0.25
C -2.303 -1.713 -0.390 0.44
O -3.261 -2.168 -0.933 -0.35
H -0.834 0.245 -1.683 -0.65
C -1.421 -1.826 3.982 -0.62
C 0.015 -1.922 3.398 0.25
C 1.021 -1.195 4.267 -0.62
C 0.378 -3.385 3.108 -0.62
O -0.013 -1.246 2.136 -1.01
H -1.487 -2.366 4.957 0.23
H -2.138 -2.254 3.244 0.20
H -1.710 -0.757 4.110 0.21
H 1.109 -1.656 5.261 0.22
H 1.985 -1.198 3.757 0.21
H 0.726 -0.144 4.359 0.21
H -0.365 -3.790 2.393 0.20
H 1.347 -3.406 2.589 0.21
H 0.405 -3.987 4.037 0.23

***

Record 10
11
Properties=species:S:1:pos:R:3:nbo_charge:R:1 method="wB97M-V/def2-TZVPD" homo_ha=-0.3472 total_charge=0 e_above_lowest_kcal_mol=108.0 orbital_gap_ha=0.327
C -0.257 -0.088 0.331 -0.21
C 0.646 1.088 0.108 0.02
C 0.813 -1.259 0.085 0.09
H -1.437 0.499 -1.450 0.38
H -2.453 0.270 0.259 0.37
H -0.639 -0.201 1.453 0.24
H 0.462 2.173 0.233 0.22
H 0.767 -2.240 0.271 0.20
N -1.625 -0.223 -0.552 -0.81
N 1.894 0.663 -0.309 -0.22
N 1.828 -0.683 -0.430 -0.27

***

Record 11
19
Properties=species:S:1:pos:R:3:nbo_charge:R:1 method="wB97M-V/def2-TZVPD" homo_ha=-0.3029 total_charge=0 e_above_lowest_kcal_mol=37.1 orbital_gap_ha=0.317
S 2.572 -0.637 0.283 -0.13
S 1.758 -0.195 2.005 -0.17
H 1.979 0.386 -0.328 0.15
H 0.625 0.472 1.842 0.15
H -3.027 -2.464 -0.401 0.47
H -1.632 -2.122 -1.041 0.50
O -2.237 -2.098 -0.163 -1.00
H -2.717 3.831 0.241 0.47
H -2.321 3.549 -1.229 0.47
O -2.730 3.217 -0.413 -0.95
H 0.041 -1.748 -2.032 0.49
H -0.070 -3.314 -2.229 0.49
O -0.527 -2.444 -2.382 -0.95
H -2.707 0.806 0.330 0.48
H -1.760 -0.327 0.605 0.50
O -1.791 0.665 0.548 -0.99
H -0.092 1.717 -0.491 0.48
H -0.754 2.144 -1.632 0.46
O 0.178 1.958 -1.371 -0.95

***

Record 12
17
Properties=species:S:1:pos:R:3:nbo_charge:R:1 method="wB97M-V/def2-TZVPD" homo_ha=-0.3604 total_charge=0 e_above_lowest_kcal_mol=29.9 orbital_gap_ha=0.394
C 2.211 -0.609 0.769 -0.61
C 1.058 -0.653 -0.228 -0.41
C -0.170 0.118 0.261 0.10
O 0.078 1.514 0.345 -0.71
C -1.397 -0.164 -0.614 -0.54
C -2.517 0.795 -0.290 0.46
O -3.028 1.533 -1.096 -0.52
H 3.126 -1.032 0.344 0.21
H 2.417 0.422 1.074 0.22
H 1.965 -1.183 1.670 0.20
H 1.368 -0.220 -1.192 0.20
H 0.775 -1.695 -0.439 0.21
H -0.390 -0.179 1.294 0.18
H 0.266 1.829 -0.551 0.46
H -1.743 -1.191 -0.430 0.23
H -1.158 -0.067 -1.681 0.22
H -2.862 0.783 0.765 0.11